Formula: C3H6S
Source: the OMol25 dataset
Level of theory: ωB97M-V with the def2-TZVPD basis set

Each line ends with the Löwdin charge.
CARTESIAN COORDINATES (ANGSTROEM)
1 C 1.04 0.92 0.01  -0.673
2 C -0.47 0.47 -0.07  -0.285
3 C -1.26 -0.77 0.00  -0.113
4 H 0.60 -1.79 0.16  0.089
5 H 1.20 0.92 1.22  0.080
6 H 1.38 1.87 -0.53  0.087
7 H -1.20 1.39 -0.35  0.117
8 H -1.01 -2.05 0.06  0.098
9 H -2.36 -0.44 -0.39  0.078
10 S 2.09 -0.53 -0.11  0.521

Output
* F_max: 4.45 eV/Å
* HOMO level: -8.541 eV
* HOMO-LUMO gap: 8.1485 eV
* lowest unoccupied orbital energy: -0.393 eV
* energy relative to the best compared isomer or geometry (same formula, charge and spin): 518.2 kJ/mol

Formula: C4H13NOS
Source: the OMol25 dataset
Level of theory: ωB97M-V with the def2-TZVPD basis set

Each line ends with the Löwdin charge.
CARTESIAN COORDINATES (ANGSTROEM)
1 N 2.37 -0.80 2.10  -0.009
2 C 0.93 -0.87 1.77  -0.291
3 C 0.24 0.47 1.49  -0.224
4 C 0.74 1.21 0.24  -0.278
5 C 0.19 0.52 -1.08  -0.562
6 S -1.55 0.97 -1.35  0.705
7 H 2.54 -0.15 2.87  0.058
8 H 2.83 -0.38 1.30  0.052
9 H 0.85 -1.57 0.95  0.095
10 H 0.39 -1.28 2.63  0.107
11 H -0.82 0.23 1.39  0.096
12 H 0.45 1.15 2.32  0.110
13 H 1.76 1.52 0.05  0.099
14 H 0.20 2.17 0.31  0.075
15 H 0.30 -0.53 -0.84  0.025
16 H 0.89 0.80 -1.87  0.071
17 H -1.27 2.27 -1.27  -0.142
18 O -1.21 -2.12 -1.56  -0.071
19 H -0.94 -2.70 -2.29  0.059
20 H -2.14 -2.25 -1.52  0.025

Output
* F_max: 2.90 eV/Å
* HOMO level: -8.780 eV
* HOMO-LUMO gap: 9.4031 eV
* lowest unoccupied orbital energy: 0.623 eV
* energy relative to the best compared isomer or geometry (same formula, charge and spin): 88.1 kJ/mol
* SMILES: NCCCCS.O

Formula: C38H33Cl2F6N4ORuS7Sb
Source: the OMol25 dataset
Level of theory: ωB97M-V with the def2-TZVPD basis set

Each line ends with the Löwdin charge.
CARTESIAN COORDINATES (ANGSTROEM)
1 Ru 0.08 0.45 -0.20  1.380
2 S -3.45 2.44 -5.95  1.098
3 C -5.12 2.30 -5.70  -0.377
4 C -5.43 1.88 -4.44  -0.163
5 C -4.30 1.67 -3.65  -0.108
6 C -3.12 1.92 -4.31  -0.471
7 C -1.77 1.79 -3.83  -0.179
8 C -1.50 1.42 -2.50  -0.104
9 N -0.29 1.28 -2.01  -0.069
10 C 0.78 1.48 -2.81  -0.130
11 C 0.61 1.83 -4.18  -0.110
12 C 1.77 1.95 -5.00  0.010
13 C 3.01 1.72 -4.51  0.021
14 C 3.21 1.40 -3.13  -0.107
15 C 4.46 1.15 -2.59  0.091
16 C 4.59 0.82 -1.24  -0.199
17 C 3.39 0.77 -0.48  -0.153
18 N 2.20 1.01 -0.97  0.007
19 C 2.08 1.30 -2.28  -0.152
20 C 5.86 0.54 -0.65  -0.469
21 C 7.11 0.56 -1.26  -0.090
22 C 8.14 0.18 -0.40  -0.152
23 C 7.69 -0.14 0.86  -0.377
24 S 6.01 0.02 1.01  1.071
25 C -0.68 2.00 -4.67  0.069
26 H -5.80 2.53 -6.51  0.078
27 H -6.44 1.73 -4.10  0.112
28 H -4.36 1.34 -2.63  0.108
29 H -2.32 1.23 -1.82  0.076
30 H 1.62 2.19 -6.04  0.129
31 H 3.88 1.77 -5.14  0.131
32 H 5.33 1.19 -3.24  0.133
33 H 3.44 0.48 0.57  0.094
34 H 7.29 0.85 -2.28  0.115
35 H 9.17 0.12 -0.69  0.114
36 H 8.28 -0.46 1.70  0.075
37 H -0.83 2.26 -5.71  0.110
38 C -5.15 1.82 2.69  -0.365
39 S -5.49 3.26 1.65  0.948
40 C -4.01 3.70 0.86  -0.931
41 C -2.86 3.00 0.57  -1.044
42 S -2.47 1.39 0.96  0.677
43 S -1.66 3.89 -0.36  0.859
44 C -2.56 5.37 -0.55  -1.441
45 S -2.01 6.66 -1.39  0.700
46 S -4.10 5.34 0.27  0.970
47 H -6.12 1.54 3.09  0.051
48 H -4.48 2.11 3.48  0.053
49 H -4.75 1.01 2.09  -0.013
50 N -1.78 -2.95 -1.90  0.120
51 C -2.64 -2.87 -0.84  -0.043
52 C -2.31 -1.74 -0.16  -0.144
53 N -1.27 -1.13 -0.80  -0.078
54 C -0.97 -1.89 -1.84  -0.169
55 H -1.71 -3.71 -2.56  0.184
56 H -3.40 -3.60 -0.65  0.131
57 H -2.75 -1.32 0.72  0.080
58 H -0.17 -1.70 -2.54  0.131
59 C -2.27 -3.64 6.74  -0.023
60 C -1.61 -3.12 5.51  -0.220
61 C -1.14 -3.99 4.53  0.020
62 C -0.54 -3.52 3.38  -0.169
63 C -0.07 -4.51 2.37  -0.025
64 C -0.41 -2.11 3.20  -0.090
65 C 0.10 -1.63 1.96  -0.155
66 O 0.22 -0.43 1.65  -0.231
67 C -0.87 -1.22 4.21  -0.171
68 C -0.72 0.26 4.07  -0.037
69 C -1.47 -1.75 5.33  0.011
70 H -2.20 -4.72 6.82  0.087
71 H -3.32 -3.36 6.75  0.100
72 H -1.82 -3.18 7.62  0.098
73 H -1.25 -5.05 4.67  0.126
74 H -0.23 -5.53 2.72  0.094
75 H 1.00 -4.40 2.17  0.084
76 H -0.59 -4.40 1.42  0.078
77 H 0.36 -2.40 1.23  0.092
78 H -1.32 0.63 3.24  0.021
79 H 0.32 0.51 3.86  0.081
80 H -1.02 0.76 4.98  0.093
81 H -1.85 -1.08 6.09  0.127
82 F 1.57 -1.48 -0.65  -0.419
83 Sb 2.62 -3.19 -0.91  1.473
84 F 2.25 -2.85 -2.75  -0.358
85 F 4.16 -2.07 -1.01  -0.328
86 F 3.46 -4.83 -1.12  -0.312
87 F 2.77 -3.12 1.00  -0.347
88 F 0.85 -3.96 -0.73  -0.357
89 Cl 3.38 3.52 0.91  0.615
90 C 2.26 2.81 2.09  -0.904
91 Cl 0.67 2.57 1.36  0.572
92 H 2.14 3.50 2.93  0.050
93 H 2.64 1.84 2.42  0.039

Output
* F_max: 1.91 eV/Å
* HOMO level (alpha / beta): -12.219 / -12.226 eV
* <S²>: 6.0415
* net charge: +2
* HOMO-LUMO gap (alpha / beta): 6.0453 / 4.4808 eV
* lowest unoccupied orbital energy (alpha / beta): -6.174 / -7.746 eV
* spin multiplicity: 5

Formula: C4H11N3O2
Source: the OMol25 dataset
Level of theory: ωB97M-V with the def2-TZVPD basis set

Each line ends with the Löwdin charge.
CARTESIAN COORDINATES (ANGSTROEM)
1 C -0.78 1.35 1.86  -0.020
2 C -0.59 2.43 0.90  -0.575
3 O -1.28 2.63 -0.05  0.121
4 O 0.60 3.11 1.17  0.075
5 H -0.06 0.52 1.98  0.094
6 H -1.81 1.03 1.92  0.096
7 H -0.64 1.66 2.91  0.107
8 C -1.45 -1.56 -1.04  -0.036
9 C 0.93 -1.68 -0.90  -0.367
10 N 2.20 -2.12 -0.58  0.250
11 N -0.22 -2.31 -0.83  0.185
12 N 1.03 -0.26 -0.93  0.144
13 H 2.89 -1.53 -1.03  0.138
14 H 2.42 -3.09 -0.79  0.139
15 H 0.74 3.79 0.50  0.121
16 H 0.61 0.19 -1.74  0.121
17 H 0.79 0.30 -0.12  0.091
18 H -2.13 -1.90 -0.23  0.122
19 H -1.83 -2.06 -1.94  0.120
20 H -1.43 -0.49 -1.06  0.073

Output
* F_max: 4.07 eV/Å
* HOMO level (alpha / beta): -14.039 / -14.038 eV
* <S²>: 0.7651
* net charge: +1
* HOMO-LUMO gap (alpha / beta): 9.9434 / 5.5984 eV
* lowest unoccupied orbital energy (alpha / beta): -4.095 / -8.440 eV
* spin multiplicity: 2
* energy relative to the best compared isomer or geometry (same formula, charge and spin): 256.2 kJ/mol

Formula: C5H14N2O
Source: the OMol25 dataset
Level of theory: ωB97M-V with the def2-TZVPD basis set

Each line ends with the Löwdin charge.
CARTESIAN COORDINATES (ANGSTROEM)
1 H -0.94 1.05 -2.26  0.056
2 N -0.86 1.63 -1.43  0.141
3 C -0.73 1.04 -0.33  -0.402
4 C -0.83 1.80 0.96  -0.057
5 N -1.53 -0.48 -0.16  -0.188
6 C -1.19 -1.60 0.69  -0.110
7 O -1.84 -1.00 -1.46  -0.082
8 H -1.02 1.19 1.83  0.074
9 H -1.57 2.59 0.84  0.085
10 H 0.14 2.28 1.09  0.071
11 H -0.31 -2.13 0.29  0.074
12 H -1.99 -2.35 0.68  0.086
13 H -0.95 -1.21 1.68  0.080
14 H -2.77 -0.78 -1.59  0.098
15 C 1.73 0.14 0.45  -0.175
16 C 2.43 -0.59 -0.68  -0.160
17 H 1.82 -0.38 1.40  0.067
18 H 2.10 1.15 0.60  0.071
19 H 0.50 -0.06 0.25  0.076
20 H 2.25 -0.06 -1.62  0.068
21 H 3.51 -0.65 -0.49  0.064
22 H 2.06 -1.61 -0.76  0.060

Output
* F_max: 5.04 eV/Å
* HOMO level: -8.642 eV
* HOMO-LUMO gap: 9.5441 eV
* lowest unoccupied orbital energy: 0.902 eV
* energy relative to the best compared isomer or geometry (same formula, charge and spin): 532.0 kJ/mol
* SMILES: [H]/N=C(/C)N(C)O.CC

Formula: C26H42BrCaCl8F15MgN5O9S
Source: the OMol25 dataset
Level of theory: ωB97M-V with the def2-TZVPD basis set

Each line ends with the Löwdin charge.
CARTESIAN COORDINATES (ANGSTROEM)
1 C 2.75 0.48 -5.30  -0.092
2 C 1.56 0.79 -4.47  -0.688
3 Cl 1.89 0.95 -2.79  0.713
4 C 0.31 0.99 -4.90  -0.733
5 Cl -0.08 0.92 -6.56  0.841
6 N -0.78 1.33 -4.04  0.037
7 C -1.20 2.65 -4.30  -0.341
8 N -0.38 3.69 -4.04  0.115
9 C 0.48 4.19 -5.14  -0.118
10 C 1.68 4.78 -4.48  -0.227
11 N 2.11 4.29 -3.39  0.062
12 N -2.42 2.83 -4.75  0.015
13 C -2.88 4.22 -5.00  -0.224
14 O -3.06 4.94 -3.80  -0.084
15 O -3.74 4.07 -2.88  -0.016
16 S -3.49 1.46 -4.99  0.787
17 O -2.91 0.38 -5.69  -0.250
18 O -4.03 1.13 -3.71  -0.261
19 C -4.88 2.14 -6.05  -0.706
20 F -5.47 1.09 -6.55  0.194
21 F -4.24 2.80 -6.98  -0.006
22 F -5.73 2.88 -5.38  0.197
23 H 3.39 1.36 -5.30  0.097
24 H 3.30 -0.35 -4.87  0.076
25 H 2.49 0.22 -6.32  0.065
26 H -0.60 1.12 -3.07  0.110
27 H 0.25 3.37 -3.30  0.091
28 H 0.84 3.42 -5.82  0.106
29 H 0.02 4.95 -5.77  0.113
30 H 2.15 5.64 -4.95  0.109
31 H 2.93 4.82 -3.10  0.060
32 H -3.81 4.23 -5.54  0.091
33 H -2.15 4.76 -5.59  0.046
34 H -3.23 4.18 -2.07  0.076
35 C 2.29 2.61 1.15  -1.520
36 Cl 3.36 1.23 1.27  0.570
37 Cl 2.10 3.12 -0.52  0.538
38 Cl 0.71 2.19 1.91  0.339
39 H 2.71 3.43 1.72  0.013
40 C 0.52 -7.22 -0.66  -0.096
41 O -0.32 -6.11 -0.92  -0.186
42 C -0.46 -5.21 0.17  -0.213
43 C 0.24 -3.89 -0.12  -0.184
44 N 1.69 -4.05 -0.12  0.006
45 C 2.43 -2.89 -0.65  -0.174
46 C 2.19 -2.49 -2.09  -0.242
47 O 2.64 -3.39 -3.07  -0.157
48 C 1.77 -4.47 -3.37  -0.082
49 H 0.40 -7.92 -1.48  0.095
50 H 1.58 -6.93 -0.61  0.078
51 H 0.24 -7.72 0.27  0.092
52 H -0.10 -5.65 1.10  0.128
53 H -1.53 -5.01 0.28  0.123
54 H -0.04 -3.16 0.64  0.120
55 H -0.12 -3.53 -1.09  0.115
56 H 1.94 -4.86 -0.67  0.092
57 H 3.49 -3.12 -0.53  0.111
58 H 2.22 -2.02 -0.01  0.126
59 H 2.76 -1.57 -2.25  0.084
60 H 1.14 -2.23 -2.27  0.111
61 H 0.72 -4.17 -3.28  0.091
62 H 1.97 -5.34 -2.73  0.077
63 H 1.96 -4.76 -4.40  0.097
64 C -4.18 3.01 4.67  0.002
65 C -3.73 4.32 5.33  -0.449
66 C -4.52 5.60 5.04  -0.303
67 F -4.48 5.88 3.72  0.096
68 F -3.95 6.60 5.71  0.134
69 F -2.42 4.50 5.06  0.025
70 F -3.83 4.10 6.66  0.142
71 O -3.49 2.58 3.44  -0.205
72 C -3.90 3.08 2.19  -0.531
73 C -2.83 3.91 1.47  -0.313
74 F -2.42 4.98 2.20  -0.108
75 F -3.36 4.36 0.32  0.143
76 F -5.05 3.71 2.30  0.218
77 F -4.11 1.95 1.44  0.099
78 H -3.93 2.23 5.39  0.140
79 H -5.26 2.96 4.54  0.157
80 H -5.56 5.50 5.36  0.184
81 H -1.94 3.30 1.25  0.132
82 F 3.62 4.38 -5.98  -0.557
83 Mg -0.21 5.45 3.21  0.603
84 C 3.74 -3.63 5.40  -0.114
85 C 3.37 -4.87 4.61  -0.218
86 O 3.03 -4.56 3.26  -0.061
87 C 4.01 -4.42 2.28  -0.423
88 O 4.82 -5.38 2.21  0.181
89 C 4.76 -3.00 2.33  -0.544
90 F 3.89 -2.05 2.68  0.133
91 F 5.20 -2.71 1.10  0.173
92 F 5.78 -2.98 3.16  0.206
93 H 3.04 -2.83 5.10  -0.085
94 H 3.64 -3.82 6.47  0.065
95 H 4.76 -3.31 5.23  0.071
96 H 2.45 -5.27 5.04  0.108
97 H 4.11 -5.67 4.67  0.127
98 H 3.33 -4.27 1.36  0.206
99 Cl 1.07 -1.15 7.24  0.411
100 C -0.31 -2.15 7.77  -0.669
101 C 0.11 -3.30 8.65  -0.653
102 Cl 1.01 -4.54 7.76  0.576
103 H -0.82 -2.50 6.88  0.032
104 H -0.97 -1.49 8.33  0.066
105 H -0.79 -3.79 9.05  0.073
106 H 0.72 -2.97 9.48  0.073
107 Cl -2.33 4.12 -7.96  -0.186
108 Ca -2.68 0.40 3.25  1.563
109 Br 1.07 -1.85 4.54  -0.130

Output
* F_max: 3.32 eV/Å
* HOMO level: -8.781 eV
* net charge: +1
* HOMO-LUMO gap: 1.0913 eV
* lowest unoccupied orbital energy: -7.690 eV